1.
{"formula": "C42H47CaN3O5", "method": "ωB97M-V/def2-TZVPD", "elements": ["Ca", "C", "C", "C", "C", "C", "C", "C", "C", "C", "C", "C", "C", "H", "H", "H", "H", "H", "H", "H", "H", "H", "H", "H", "H", "H", "H", "H", "H", "H", "H", "C", "O", "C", "C", "C", "C", "C", "C", "N", "C", "N", "C", "C", "C", "C", "C", "C", "O", "C", "N", "C", "C", "C", "C", "C", "C", "O", "C", "H", "H", "H", "H", "H", "H", "H", "H", "H", "H", "H", "H", "H", "H", "H", "H", "H", "H", "H", "H", "H", "H", "C", "C", "O", "C", "C", "C", "C", "C", "C", "O", "H", "H", "H", "H", "H", "H", "H"], "positions_angstrom": [[-0.19229, 0.98025, 0.07839], [0.40016, 4.13613, 2.97603], [-0.93638, 3.81575, 2.35394], [-1.80858, 2.91119, 2.96843], [-1.38613, 2.24149, 4.25512], [-3.06889, 2.66521, 2.40723], [-3.97319, 1.59919, 2.98178], [-3.47875, 3.38952, 1.28317], [-4.90274, 3.30819, 0.78758], [-2.57684, 4.23220, 0.62486], [-2.98714, 4.89660, -0.66668], [-1.30633, 4.45383, 1.16603], [-0.33566, 5.39852, 0.50080], [0.74316, 3.34338, 3.63320], [0.34376, 5.05833, 3.56433], [1.16643, 4.28634, 2.21650], [-0.63627, 1.46413, 4.07890], [-2.22329, 1.78815, 4.77729], [-0.94169, 2.96583, 4.93807], [-4.65447, 1.99097, 3.74292], [-3.39646, 0.79724, 3.43695], [-4.57346, 1.13855, 2.19895], [-4.98934, 2.80889, -0.17980], [-5.30940, 4.31410, 0.66379], [-5.54959, 2.78189, 1.48356], [-3.77771, 4.34165, -1.16705], [-2.15286, 4.96101, -1.36265], [-3.35796, 5.91297, -0.50128], [0.42132, 4.84697, -0.06579], [0.18444, 6.01081, 1.23695], [-0.83242, 6.07918, -0.18516], [3.37394, -5.77608, -2.73233], [2.38685, -4.97459, -2.11224], [1.18038, -5.55380, -1.84487], [0.83993, -6.85206, -2.17530], [-0.41688, -7.34718, -1.83508], [-1.31116, -6.54934, -1.15217], [-0.96644, -5.24674, -0.80366], [0.26752, -4.72625, -1.16259], [0.71224, -3.43899, -0.84563], [-0.01139, -2.28043, -0.64803], [-1.27245, -2.31517, -1.10108], [-2.36282, -1.39033, -1.06914], [-2.26578, -0.04829, -0.71738], [-3.47457, 0.66541, -0.82387], [-4.66990, 0.10870, -1.23966], [-4.72643, -1.24100, -1.57661], [-3.56929, -1.98865, -1.48832], [-3.49965, -3.33010, -1.79863], [-4.66013, -3.94685, -2.31250], [0.54360, -1.24996, -0.06842], [1.90667, -1.35527, 0.30084], [2.28339, -1.59586, 1.61366], [3.62322, -1.63637, 1.97972], [4.59924, -1.42285, 1.02133], [4.24819, -1.17466, -0.30028], [2.90859, -1.13989, -0.66364], [2.45776, -0.91272, -1.92538], [3.42605, -0.73073, -2.94229], [4.25666, -5.14943, -2.82461], [3.05310, -6.09925, -3.72567], [3.61166, -6.65148, -2.12299], [1.54080, -7.48395, -2.70104], [-0.67994, -8.36134, -2.10385], [-2.28315, -6.93097, -0.86961], [-1.66733, -4.63891, -0.24853], [1.71395, -3.32786, -0.84400], [-1.51425, -3.16298, -1.59199], [-3.47333, 1.72199, -0.57584], [-5.56880, 0.71152, -1.30999], [-5.65579, -1.68780, -1.89977], [-4.38489, -4.97653, -2.52901], [-4.99554, -3.45862, -3.23125], [-5.47296, -3.93487, -1.58141], [1.50251, -1.75274, 2.34768], [3.89803, -1.83534, 3.00745], [5.64646, -1.44551, 1.29502], [5.02028, -0.99060, -1.03321], [2.86681, -0.56747, -3.85952], [4.05193, -1.62172, -3.05063], [4.05267, 0.14014, -2.73926], [3.15459, 1.91019, 2.99173], [2.36355, 1.87971, 1.70376], [1.17082, 1.55152, 1.79567], [3.02104, 2.23509, 0.45265], [4.43020, 2.35317, 0.45872], [5.15450, 2.66588, -0.66051], [4.46401, 2.90303, -1.86017], [3.10074, 2.81816, -1.91428], [2.31053, 2.48020, -0.77579], [1.03327, 2.43610, -0.90497], [2.47729, 1.68716, 3.81212], [3.62188, 2.88277, 3.14786], [3.94104, 1.15578, 2.97114], [4.96459, 2.16841, 1.38003], [6.23278, 2.73572, -0.61924], [5.01685, 3.16189, -2.75642], [2.56131, 3.01065, -2.83309]], "charge": 0, "e_homo_ev": -7.36, "relative_energy_kj_mol": 4.4, "total_energy_ha": -2846.82291, "lumo_ev": 0.41, "orbital_gap_ev": 7.768}

2.
{"formula": "C42H47Cl2FeN5", "method": "ωB97M-V/def2-TZVPD", "elements": ["Fe", "C", "C", "C", "C", "C", "C", "C", "N", "C", "C", "C", "C", "C", "C", "C", "C", "C", "C", "N", "C", "C", "C", "N", "C", "C", "C", "C", "C", "C", "C", "C", "C", "C", "C", "C", "C", "C", "N", "C", "C", "H", "H", "H", "H", "H", "H", "H", "H", "H", "H", "H", "H", "H", "H", "H", "H", "H", "H", "H", "H", "H", "H", "H", "H", "H", "H", "H", "H", "H", "H", "H", "H", "H", "H", "H", "H", "H", "H", "H", "H", "H", "H", "H", "H", "Cl", "C", "C", "C", "C", "C", "Cl", "C", "N", "H", "H", "H"], "positions_angstrom": [[0.39904, 0.17492, -0.42795], [-3.56079, -1.62969, -5.32397], [-2.77586, -0.31358, -5.34698], [-1.58429, -0.33468, -4.43973], [-0.29483, -0.75946, -4.76418], [0.20486, -1.22644, -6.09635], [1.00266, -0.15704, -6.85158], [0.46450, -0.65522, -3.57553], [-0.29027, -0.18323, -2.55408], [-1.55014, 0.01450, -3.07471], [-2.64705, 0.55447, -2.34465], [-2.55671, 1.12525, -1.11680], [-3.60958, 1.76115, -0.34857], [-5.01504, 1.93800, -0.83755], [-5.18530, 3.23072, -1.64128], [-3.04841, 2.26488, 0.78079], [-1.59320, 1.93377, 0.71375], [-0.31622, 1.86360, 2.78189], [0.58342, 0.63565, 2.80312], [1.03574, 0.02186, 1.67116], [1.94785, -0.91598, 2.10295], [2.84213, -1.64403, 1.24397], [2.91677, -1.61132, -0.10635], [2.03968, -0.98997, -0.98556], [2.48087, -1.29328, -2.25660], [1.82344, -1.09432, -3.43191], [3.74833, -2.03554, -2.17114], [3.99031, -2.26259, -0.86711], [5.10109, -3.06396, -0.26434], [4.67022, -4.49475, 0.07367], [4.56165, -2.46392, -3.35180], [5.30667, -1.29837, -4.00910], [2.04111, -0.91369, 3.49711], [1.16271, 0.09286, 3.94594], [1.02313, 0.57076, 5.36228], [2.08061, 1.61620, 5.73740], [2.90538, -1.80268, 4.33727], [2.33914, -3.21882, 4.49282], [-1.36707, 1.24839, -0.41911], [-3.72520, 3.18940, 1.74935], [-3.05978, 4.56746, 1.80147], [-4.42570, -1.60541, -5.99574], [-3.91301, -1.83898, -4.31227], [-2.91537, -2.45916, -5.62114], [-3.44685, 0.50695, -5.07474], [-2.45297, -0.11000, -6.37406], [-0.64122, -1.54287, -6.71714], [0.83654, -2.11416, -5.97423], [0.37873, 0.72093, -7.03401], [1.37489, -0.52488, -7.81424], [1.85492, 0.16816, -6.25213], [-3.61996, 0.52751, -2.82530], [-5.70812, 1.93874, 0.00821], [-5.29062, 1.08553, -1.46366], [-4.95416, 4.09950, -1.02121], [-6.20520, 3.34025, -2.02217], [-4.49628, 3.23676, -2.48735], [0.27083, 2.64093, 3.27731], [3.60508, -2.22080, 1.75587], [2.31994, -1.42706, -4.33666], [5.45868, -2.56986, 0.64291], [5.94909, -3.09477, -0.95489], [3.81336, -4.48102, 0.74826], [5.47893, -5.05781, 0.54859], [4.36820, -5.02264, -0.83348], [3.90781, -2.93578, -4.09207], [5.28392, -3.22566, -3.04394], [4.60545, -0.51934, -4.30988], [5.86472, -1.62447, -4.89180], [6.01015, -0.85334, -3.30196], [1.10793, -0.27977, 6.04964], [0.03080, 0.99358, 5.53909], [3.08338, 1.20247, 5.60792], [1.97313, 1.95514, 6.77359], [1.99770, 2.48622, 5.08336], [3.03230, -1.36014, 5.33170], [3.91292, -1.87273, 3.90945], [1.34983, -3.18007, 4.95428], [2.98625, -3.85657, 5.10593], [2.22173, -3.68305, 3.51185], [-3.75786, 2.76508, 2.75371], [-4.77024, 3.31053, 1.44405], [-1.99798, 4.46857, 2.02688], [-3.52571, 5.20542, 2.55840], [-3.14241, 5.06254, 0.83011], [-0.93405, 4.06121, 4.88488], [-1.92478, 2.63617, 4.61497], [-3.05907, 2.54408, 5.40528], [-3.89577, 1.45391, 5.25210], [-3.57246, 0.47244, 4.33116], [-2.42133, 0.58226, 3.56486], [-2.10597, -0.72553, 2.47840], [-1.55764, 1.68225, 3.66105], [-0.56114, 2.29856, 1.44625], [-3.27416, 3.32563, 6.12111], [-4.79369, 1.36741, 5.85132], [-4.20507, -0.39413, 4.19357]], "charge": -2, "e_homo_ev": [0.28, 0.24], "relative_energy_kj_mol": 0.0, "s2": 6.021, "multiplicity": 5, "total_energy_ha": -4086.60696, "lumo_ev": [4.31, 4.31], "orbital_gap_ev": [4.028, 4.075]}